(1)
Computed, not measured: a structure of composition C7H12O5Zn in a non-equilibrium geometry, with ωB97M-V/def2-TZVPD.

The geometry in XYZ format:
```
25
Properties=species:S:1:pos:R:3:lowdin_charge:R:1
O -0.6617 2.0995 -1.2365 -0.10
C -1.5163 2.3388 -0.3279 -0.26
C -1.7800 1.3167 0.6468 -0.17
O -1.4567 0.0981 0.0069 -0.29
C -2.4114 -0.9181 -0.2848 -0.14
C -1.7022 -2.1885 -0.7074 -0.21
O -1.2952 -2.9684 0.3833 -0.17
C 0.0742 -2.9822 0.6983 -0.11
H -2.2406 3.1606 -0.4285 0.13
H -2.8054 1.3150 1.0378 0.11
H -3.0523 -0.5521 -1.1011 0.14
H -3.0301 -1.0680 0.6111 0.14
H -2.4410 -2.8002 -1.2436 0.13
H -0.8911 -2.0366 -1.4419 0.12
H 0.3228 -3.9951 1.0370 0.09
H 0.7380 -2.7362 -0.1479 0.09
H 0.2285 -2.3150 1.5618 0.09
O 2.2421 0.9023 -1.0784 -0.13
C 2.6390 1.2623 0.1055 -0.21
C 1.8419 0.8844 1.2379 -0.24
O 1.1315 -0.2128 0.8580 -0.32
Zn 0.3941 0.3654 -0.7788 0.87
H 3.6903 1.5567 0.2539 0.13
H 2.4691 0.7189 2.1351 0.11
H -0.2264 1.4670 1.7749 0.20
```

Values from the calculation:
highest occupied orbital energy (alpha / beta): -6.35 / -7.66 eV
net charge: 0
2S+1: 1
LUMO level (alpha / beta): -0.938 / -0.138 eV
gap between HOMO and LUMO (alpha / beta): 5.41 / 7.52 eV



(2)
Computed, not measured: a structure of composition C10H21Cl2O3PPd in a non-equilibrium geometry, with ωB97M-V/def2-TZVPD.

The geometry in XYZ format:
```
38
Properties=species:S:1:pos:R:3:mulliken_spin:R:1
Pd -0.3842 -0.8245 -0.8592 2.04
Cl 1.0036 1.9703 0.6608 0.04
Cl -2.0760 -2.0936 -2.1053 0.36
C -0.5324 0.6251 -1.9702 0.74
H -0.6847 0.4043 -3.0242 0.02
H -0.8730 1.5620 -1.5341 0.04
C 1.4581 0.4268 -0.1302 -0.70
C 1.0963 0.3662 -1.5114 -0.07
H 0.9385 -0.3519 0.4826 0.63
C 1.7144 1.6144 -2.2657 0.09
H 1.5542 -0.4771 -2.0574 -0.01
C 3.2337 1.6922 -2.1036 0.03
H 1.4504 1.5539 -3.3260 0.00
H 1.2494 2.5177 -1.8593 -0.01
C 3.7709 1.3239 -0.7170 0.00
H 3.6948 1.0235 -2.8414 0.00
H 3.5704 2.7033 -2.3586 0.00
C 2.9827 0.2123 -0.0176 0.10
H 4.8134 1.0036 -0.8198 0.00
H 3.7840 2.2145 -0.0783 0.00
H 3.2232 -0.7484 -0.4873 0.01
H 3.2684 0.1486 1.0360 0.02
C -1.0848 -2.8195 2.8670 0.13
O -1.8182 -2.5026 1.6608 -0.02
P -1.7675 -1.0533 0.9939 0.45
O -3.2655 -0.6311 0.6718 0.06
C -4.2572 -1.5251 0.1472 0.02
O -1.3410 -0.0801 2.2007 0.04
C -2.0053 1.1903 2.4068 0.00
H -1.5037 -2.2965 3.7373 0.01
H -0.0148 -2.5835 2.7733 -0.04
H -1.2038 -3.8985 3.0057 0.00
H -4.8505 -0.9482 -0.5693 0.00
H -3.7991 -2.3589 -0.4046 0.00
H -4.8909 -1.8956 0.9620 0.00
H -2.1076 1.7626 1.4736 0.01
H -2.9879 1.0304 2.8666 0.01
H -1.3585 1.7427 3.0944 0.00
```

Values from the calculation:
highest occupied orbital energy (alpha / beta): -3.46 / -9.47 eV
net charge: 0
2S+1: 5
LUMO level (alpha / beta): 0.554 / -2.630 eV
gap between HOMO and LUMO (alpha / beta): 4.01 / 6.84 eV



Record order is preserved below.
Relative energy (zero: lowest compared OMol25 entry of this formula, charge and spin): 410.9; 0.0 kJ/mol
Record order is preserved below.
M: 241.56; 397.57 g mol⁻¹